Model 1:
The following is a DFT calculation (ωB97M-V/def2-TZVPD) of a cluster of 2 separate species, C5H9NO2S in total.

Each line ends with the natural charge from an NBO analysis.
Atoms and positions in Å:
C 0.9593 0.5255 2.2019  0.230
C 0.8833 -0.6029 0.0304  0.468
C 2.3956 0.5035 2.7131  -0.688
C -1.5845 -0.8688 -2.8238  -0.630
C -2.1934 0.0418 -1.7327  -0.548
N 0.5560 -0.0694 1.1690  -0.446
O 1.3246 0.0958 -0.9030  -0.612
O -2.2332 2.0551 -0.2464  -0.932
S -1.4381 1.3193 -1.2276  1.221
H 0.1281 0.6673 2.9902  0.193
H 0.5623 -1.5617 -0.2763  0.150
H 3.0538 0.0718 2.0109  0.229
H 2.3665 -0.1891 3.6366  0.234
H 2.8499 1.4603 3.0304  0.244
H -2.3804 -0.9817 -3.5361  0.219
H -1.3365 -1.8899 -2.5332  0.217
H -0.7830 -0.2551 -3.1027  0.225
H -3.1303 -0.3217 -1.4007  0.227

Summary:
- lowest unoccupied orbital energy (eV) = 0.36
- net charge = 0
- gap between HOMO and LUMO (Eh) = 0.348
- HOMO level (eV) = -9.11

---

Model 2:
The following is a DFT calculation (ωB97M-V/def2-TZVPD) of the molecule C5H9NO2S.

Each line ends with the natural charge from an NBO analysis.
Atoms and positions in Å:
C -0.7097 1.2490 1.4746  -0.066
C -1.6922 0.3657 1.3314  0.006
C 0.1720 -0.5012 0.3667  0.129
C 1.5712 1.6378 0.5205  -0.424
C -0.8250 -1.7472 -1.8909  -0.845
N 0.4902 0.7742 0.9442  -0.456
O 1.7001 -0.9920 -1.6189  -1.000
O -1.1331 -0.8137 0.7896  -0.495
S 0.4194 -0.3882 -1.5536  1.157
H -0.7093 2.3482 1.7660  0.228
H -2.6340 0.2170 1.6534  0.207
H 0.8717 -1.3401 0.4812  0.206
H 1.3594 1.7866 -0.5142  0.206
H 1.6972 2.4473 1.3138  0.230
H 2.6853 1.1613 0.6943  0.219
H -0.4474 -2.1473 -2.7777  0.226
H -1.8688 -1.6129 -2.0011  0.236
H -0.9470 -2.4446 -0.9791  0.236

Summary:
- lowest unoccupied orbital energy (eV) = 0.84
- net charge = 0
- gap between HOMO and LUMO (Eh) = 0.303
- HOMO level (eV) = -7.41

---

Which is most stable? The ranking, best first, is model 1, model 2.

---

Model 1:
The following is a DFT calculation (ωB97M-V/def2-TZVPD) of the molecule C4H7NS3.

Each line ends with the natural charge from an NBO analysis.
Atoms and positions in Å:
C -2.5237 1.4866 -0.1683  -0.628
C -2.3526 0.0493 0.3605  -0.608
C 0.2842 -0.8971 0.2104  -0.375
C 0.4238 0.0879 1.2559  -0.029
H -3.2156 1.6246 -1.1602  0.224
H -1.6420 1.9909 -0.3212  0.219
H -3.0746 2.1609 0.5893  0.223
H -1.9754 -0.1804 1.4619  0.236
H -3.4475 -0.4013 0.6660  0.251
H -0.1055 0.0654 2.2611  0.226
H 2.5233 2.6143 0.1202  0.184
N 1.2104 1.0627 1.0358  -0.486
S -1.3693 -1.1602 -0.5320  0.326
S 1.5685 -1.7512 -0.1147  0.150
S 1.5179 1.6818 -0.6545  0.086

Summary:
- lowest unoccupied orbital energy (eV) = -0.60
- net charge = 0
- gap between HOMO and LUMO (Eh) = 0.304
- HOMO level (eV) = -8.87

---

Model 2:
The following is a DFT calculation (ωB97M-V/def2-TZVPD) of a structure of composition C4H7NS3.

Each line ends with the natural charge from an NBO analysis.
Atoms and positions in Å:
C 0.0390 2.2753 -0.7861  -0.643
C -0.2143 1.2559 0.4277  -0.462
C 1.9550 -0.1823 -0.5359  -0.529
C -1.1674 0.2918 -0.1446  0.075
H 0.4495 3.3846 -0.5654  0.247
H 0.7709 1.9036 -1.6646  0.224
H -1.1107 2.4842 -1.2261  0.228
H -0.5387 1.7065 1.4607  0.276
H 1.7735 0.3166 -1.5713  0.228
H -1.0263 0.0512 -1.3064  0.175
H -3.8682 -1.6397 1.5308  0.159
N -2.1904 0.0019 0.5217  -0.511
S 1.2334 0.3659 0.9495  0.406
S 3.1905 -1.2460 -0.2682  0.024
S -3.4733 -0.9990 -0.3111  0.102

Summary:
- lowest unoccupied orbital energy (eV) = -1.17
- net charge = 0
- gap between HOMO and LUMO (Eh) = 0.280
- HOMO level (eV) = -8.80

---

Which is most stable? The ranking, best first, is model 1, model 2.

---

Model 1:
The following is a DFT calculation (ωB97M-V/def2-TZVPD) of the molecule C4H7NS3.

Each line ends with the natural charge from an NBO analysis.
Atoms and positions in Å:
C 2.0597 0.0251 0.0905  -0.265
C 0.7571 -0.0431 1.0778  -0.472
C -0.5618 0.1776 0.4374  -0.260
C -2.2357 -0.7193 -0.7985  -0.158
H 1.5722 2.4576 -0.2918  0.136
H 0.8210 0.7994 1.7964  0.237
H 1.0090 -1.1598 1.4925  0.247
H -0.5066 1.2058 0.0113  0.203
H -1.5350 0.0599 1.1456  0.251
H -0.2163 -1.5008 -1.1934  0.446
H -2.8138 -1.3462 -1.7551  0.235
N -0.7956 -0.6612 -0.7112  -0.625
S 2.7433 1.5344 -0.6739  0.071
S 2.8569 -1.3245 -0.3599  0.019
S -3.1543 0.4952 -0.2677  -0.065

Summary:
- lowest unoccupied orbital energy (eV) = -0.56
- structure (SMILES) = S=CNCCC(=S)S
- net charge = 0
- gap between HOMO and LUMO (Eh) = 0.291
- HOMO level (eV) = -8.48

---

Model 2:
The following is a DFT calculation (ωB97M-V/def2-TZVPD) of the molecule C4H7NS3.

Each line ends with the natural charge from an NBO analysis.
Atoms and positions in Å:
C 0.3684 0.3147 1.2119  -0.360
C -0.6518 1.0092 0.2988  0.127
C 0.6307 0.1976 -1.4205  -0.272
C -0.1059 -1.0299 1.8269  -0.612
N -0.4259 0.9593 -0.9852  -0.428
S 1.8108 -0.0351 0.0597  0.195
S -1.4697 1.5802 -2.1079  -0.179
S -0.0397 -1.3668 -2.0660  -0.019
H 0.6543 1.1035 2.0475  0.246
H -1.4218 1.6366 0.6465  0.227
H 1.2968 0.6856 -2.1097  0.259
H 0.6205 -1.2528 2.6056  0.219
H -0.1048 -1.7823 1.0519  0.231
H -0.9795 -0.8180 2.3409  0.211
H -0.1825 -1.2018 -3.4005  0.156

Summary:
- lowest unoccupied orbital energy (spin up / spin down) (eV) = -0.36 / -0.36
- structure (SMILES) = C[C@@H]1C=[N+]([S-])[C@H](S)S1
- net charge = 0
- gap between HOMO and LUMO (spin up / spin down) (Eh) = 0.279 / 0.279
- HOMO level (spin up / spin down) (eV) = -7.95 / -7.95

---

Which is most stable? The ranking, best first, is model 2, model 1.

---

Model 1:
The following is a DFT calculation (ωB97M-V/def2-TZVPD) of the ion C3H10N5 with charge +1.

Each line ends with the natural charge from an NBO analysis.
Atoms and positions in Å:
C 1.2463 0.4193 -0.1235  0.674
C -0.0186 -1.7491 -0.1383  -0.062
C -1.2998 0.3285 -0.3993  0.306
N 0.0770 1.0900 0.0069  -0.632
N -1.1092 -0.9693 0.3279  -0.653
N 1.2288 -0.9565 -0.1688  -0.601
N 2.4769 1.0226 0.0922  -0.784
N -2.3216 1.1488 -0.0250  -0.851
H 0.1293 -2.6813 0.5361  0.241
H -0.1589 -2.2132 -1.1654  0.210
H -1.3424 0.0622 -1.4876  0.214
H 0.0077 2.1720 0.0274  0.444
H -1.2758 -0.9294 1.3602  0.400
H 2.2574 -1.3444 -0.0632  0.424
H 2.6032 2.0039 0.3680  0.443
H 3.2137 0.3026 0.2379  0.411
H -2.4613 1.4348 0.9992  0.401
H -3.2528 0.8584 -0.3846  0.415

Summary:
- lowest unoccupied orbital energy (eV) = -3.02
- structure (SMILES) = N[C@@H]1NCNC(=[NH2+])N1
- net charge = +1
- gap between HOMO and LUMO (Eh) = 0.391
- HOMO level (eV) = -13.66

---

Model 2:
The following is a DFT calculation (ωB97M-V/def2-TZVPD) of the ion C3H10N5 with charge +1.

Each line ends with the natural charge from an NBO analysis.
Atoms and positions in Å:
C -1.0525 -0.3950 0.2898  0.566
C -2.4798 -0.0555 0.6158  -0.711
C 1.9951 1.5466 -0.2929  -0.438
N 3.0495 -0.9613 0.0871  -0.323
N 1.8420 -0.9323 0.3173  -0.032
N -0.0748 0.4083 0.7049  -0.379
N 1.2559 0.4363 0.3671  -0.169
N -0.6728 -1.4752 -0.3651  -0.694
H -2.6261 0.8780 1.0953  0.262
H -3.0254 -0.9508 1.2117  0.285
H -3.1988 -0.1411 -0.1679  0.284
H 3.0342 1.4476 -0.0395  0.257
H 1.8662 1.5276 -1.3553  0.214
H 1.6043 2.5412 0.1899  0.233
H 3.3178 -1.9350 0.1544  0.362
H -0.1700 0.8730 1.6372  0.431
H -1.3059 -1.8973 -1.0552  0.428
H 0.2881 -1.3415 -0.6573  0.423

Summary:
- lowest unoccupied orbital energy (eV) = -3.75
- structure (SMILES) = [H]/N=N/N(C)NC(C)=[NH2+]
- net charge = +1
- gap between HOMO and LUMO (Eh) = 0.365
- HOMO level (eV) = -13.69

---

Which is most stable? The ranking, best first, is model 1, model 2.

---

Model 1:
The following is a DFT calculation (ωB97M-V/def2-TZVPD) of the ion C3H10N5 with charge +1.

Each line ends with the natural charge from an NBO analysis.
Atoms and positions in Å:
C 0.2279 0.2935 -0.3496  0.109
C -1.7666 -1.3204 -0.0215  -0.467
C 1.3345 -0.3910 0.4133  -0.236
N 0.1561 1.7363 -0.1890  -0.317
N -1.0137 2.0931 0.1092  0.139
N -1.7534 1.0845 0.2029  -0.113
N -1.0816 -0.1044 0.1146  -0.265
N 2.5189 0.0600 -0.1613  -0.816
H 0.4630 0.1896 -1.4410  0.178
H -1.1916 -2.1324 -0.4962  0.253
H -1.8289 -1.7248 0.9570  0.221
H -2.7911 -1.4070 -0.5025  0.246
H 1.0156 -1.4095 0.5227  0.188
H 1.3618 0.0331 1.3870  0.207
H -2.6106 1.1551 0.6996  0.440
H 0.9912 2.5129 -0.2992  0.497
H 2.6750 -0.3325 -1.1335  0.358
H 3.2935 -0.3359 0.1875  0.377

Summary:
- lowest unoccupied orbital energy (eV) = -4.00
- structure (SMILES) = CN1[NH+]=NN[C@H]1CN
- net charge = +1
- gap between HOMO and LUMO (Eh) = 0.335
- HOMO level (eV) = -13.12

---

Model 2:
The following is a DFT calculation (ωB97M-V/def2-TZVPD) of the ion C3H10N5 with charge +1.

Each line ends with the natural charge from an NBO analysis.
Atoms and positions in Å:
C 1.0555 -0.1636 1.2340  0.460
C 0.8741 0.5994 -0.0976  -0.508
C 0.4236 -0.0577 -1.3641  -0.226
N 0.8746 -1.3949 1.3563  -0.724
N -1.0174 -0.4317 -1.2415  -0.255
N 1.5810 0.5846 2.2022  -0.804
N -2.8390 -0.1570 0.0740  -0.476
N -1.5578 -0.1175 -0.1350  0.164
H 0.0943 1.3305 0.2110  0.233
H 1.7203 1.1554 -0.2549  0.242
H 0.5282 0.4904 -2.2795  0.243
H 0.9902 -0.9939 -1.4721  0.243
H -1.5065 -0.5302 -2.1265  0.404
H 2.0090 1.4081 1.7731  0.392
H 1.8213 0.1765 3.1100  0.435
H -3.5626 -0.3126 -0.6506  0.408
H -3.0884 0.0390 1.0213  0.436
H 0.4985 -1.9261 0.6344  0.332

Summary:
- lowest unoccupied orbital energy (eV) = -4.95
- structure (SMILES) = [H]/N=C(/N)CCNN=[NH2+]
- net charge = +1
- gap between HOMO and LUMO (Eh) = 0.278
- HOMO level (eV) = -12.52

---

Which is most stable? The ranking, best first, is model 2, model 1.

---

Model 1:
The following is a DFT calculation (ωB97M-V/def2-TZVPD) of the molecule C6H14N4O2.

Each line ends with the natural charge from an NBO analysis.
Atoms and positions in Å:
C -2.0981 -0.1467 0.4045  -0.171
C -2.3328 1.2752 -0.0639  0.772
C -1.4042 -1.0862 -0.6298  -0.385
C -0.0906 -0.5418 -1.1516  -0.422
C 0.9281 -0.1794 -0.1043  -0.221
C 3.2797 0.3912 0.3739  0.580
H -3.8247 -1.1968 0.0131  0.369
H -3.2424 -1.4230 1.6241  0.386
H -1.4612 -0.0772 1.2928  0.222
H -1.3952 -2.0853 -0.1787  0.211
H -2.1223 -1.1142 -1.4466  0.204
H -0.2345 0.3298 -1.7830  0.228
H 0.3095 -1.3415 -1.7911  0.214
H 1.0261 -1.0784 0.5254  0.188
H 0.5908 0.6371 0.5720  0.193
H 2.3223 0.9437 -1.2856  0.382
H 2.3138 -0.0255 2.0386  0.345
H 4.6770 0.5847 -1.0499  0.371
H 5.2250 0.9025 0.4743  0.395
H -4.0325 1.0257 0.7193  0.508
N -3.4015 -0.7477 0.8411  -0.871
N 2.3036 0.1323 -0.6443  -0.644
N 3.2298 0.1998 1.6295  -0.773
N 4.4584 0.9003 -0.1750  -0.825
O -1.4679 1.9838 -0.5181  -0.578
O -3.5564 1.7377 0.3138  -0.677

Summary:
- lowest unoccupied orbital energy (eV) = 0.46
- structure (SMILES) = [H]/N=C(/N)NCCC[C@H](N)C(=O)O
- net charge = 0
- gap between HOMO and LUMO (Eh) = 0.354
- HOMO level (eV) = -9.17

---

Model 2:
The following is a DFT calculation (ωB97M-V/def2-TZVPD) of a cluster of 2 separate species, C6H14N4O2 in total.

Each line ends with the natural charge from an NBO analysis.
Atoms and positions in Å:
C -0.4666 -0.5318 2.8581  0.845
C -2.6101 -0.6935 2.3559  0.177
C -0.5044 -1.8676 -1.5286  -0.423
C 1.3184 -0.2798 -0.9793  -0.227
C 0.5613 0.8621 -1.6701  -0.410
C 1.1085 2.2231 -1.4069  -0.214
H -1.1929 -2.2982 1.9624  0.445
H -3.5319 -0.9434 1.8084  0.227
H -0.5750 -2.8531 -2.0000  0.203
H -0.9501 -1.8066 -0.5036  0.152
H -0.9450 -1.1846 -2.2225  0.201
H 1.4631 -2.3637 -0.9533  0.359
H 2.4186 -0.1159 -1.1390  0.184
H 1.1448 -0.1610 0.0664  0.188
H 0.5304 0.6727 -2.7721  0.195
H -0.4678 0.9450 -1.3804  0.194
H 0.5064 2.9998 -1.9126  0.187
H 2.1115 2.3310 -1.8146  0.180
H 0.4658 3.1264 0.3675  0.365
H 1.9386 2.4512 0.5079  0.367
N -1.3922 -1.3303 2.2493  -0.633
N -2.5648 0.3659 3.1031  -0.120
N 0.9962 -1.6210 -1.4674  -0.632
N 1.0664 2.3833 0.0538  -0.869
O 0.7473 -0.7442 2.9519  -0.605
O -1.1766 0.4342 3.4654  -0.337

Summary:
- lowest unoccupied orbital energy (eV) = 0.49
- structure (SMILES) = O=c1[nH]cno1.CNCCCN
- net charge = 0
- gap between HOMO and LUMO (Eh) = 0.329
- HOMO level (eV) = -8.46

---

Which is most stable? The ranking, best first, is model 1, model 2.

---

Model 1:
The following is a DFT calculation (ωB97M-V/def2-TZVPD) of a cluster of 2 separate species, C3HIN2 in total.

Each line ends with the natural charge from an NBO analysis.
Atoms and positions in Å:
C -0.8924 -1.8095 -0.3494  0.212
C -0.9651 0.6936 -0.3313  0.195
C -0.6143 -0.5174 -0.8385  -0.267
N -1.0072 -2.8493 0.1410  -0.176
N -1.1927 1.7489 0.1272  -0.172
I 3.4319 0.0834 -0.0187  -0.095
H 0.0889 -0.2188 -1.6782  0.302

Summary:
- lowest unoccupied orbital energy (spin up / spin down) (eV) = -5.20 / -5.23
- net charge = 0
- gap between HOMO and LUMO (spin up / spin down) (Eh) = 0.132 / 0.130
- HOMO level (spin up / spin down) (eV) = -8.79 / -8.76

---

Model 2:
The following is a DFT calculation (ωB97M-V/def2-TZVPD) of the molecule C3HIN2.

Each line ends with the natural charge from an NBO analysis.
Atoms and positions in Å:
C -0.4102 1.5099 -0.6478  0.228
C 1.3753 0.6892 0.7030  0.245
C 0.3609 0.3073 -0.3361  -0.511
N -0.7819 2.5918 -0.6679  -0.225
N 2.0643 0.9855 1.5268  -0.257
I 1.5304 -0.3709 -2.1005  0.203
H -0.1812 -0.6460 0.0975  0.317

Summary:
- lowest unoccupied orbital energy (eV) = -1.29
- structure (SMILES) = N#CC(I)C#N
- net charge = 0
- gap between HOMO and LUMO (Eh) = 0.349
- HOMO level (eV) = -10.78

---

Which is most stable? The ranking, best first, is model 2, model 1.